# 1
{
  "formula": "C27H33BrClFLiMgN5O4S3",
  "method": "ωB97M-V/def2-TZVPD",
  "max_force_ev_per_a": 4.4,
  "e_lumo_ev": -2.66,
  "symbols": ["Br", "Cl", "S", "S", "S", "Mg", "F", "O", "O", "O", "O", "N", "N", "N", "N", "N", "C", "C", "C", "C", "C", "C", "C", "C", "C", "C", "C", "C", "C", "C", "C", "C", "C", "C", "C", "C", "C", "C", "C", "C", "C", "C", "C", "Li", "H", "H", "H", "H", "H", "H", "H", "H", "H", "H", "H", "H", "H", "H", "H", "H", "H", "H", "H", "H", "H", "H", "H", "H", "H", "H", "H", "H", "H", "H", "H", "H", "H"],
  "xyz": [[2.81163, 2.00132, -0.93811], [-1.30328, 3.42310, 2.91338], [-0.07357, -3.30310, -0.74813], [-4.14618, -0.27838, 3.37772], [-1.53146, -2.89419, -3.23120], [-2.41487, 2.76357, 0.69827], [3.91656, -1.19076, 1.70911], [-0.34059, 2.88882, 0.27029], [0.20841, -2.74075, -6.47629], [-0.32211, 5.03111, 0.96595], [0.82918, 3.41593, 2.02281], [-5.90065, 3.51514, -1.68212], [-3.40415, 1.13756, 3.22459], [1.84549, -0.60492, 3.23358], [-2.90270, -1.33044, 3.42307], [0.02090, -0.98021, -2.27717], [3.85024, -0.61601, -0.41308], [1.24979, -0.82466, -1.54536], [3.61469, -1.45128, -1.49352], [-0.51185, -2.26569, -2.13286], [-1.23372, 2.49224, -2.39667], [-0.99015, 1.72894, 3.10879], [1.40763, -0.04057, -0.45629], [-0.29137, -2.51875, 3.38702], [0.86764, -1.53590, -6.85395], [0.04056, 3.84319, 1.08890], [2.35213, -1.53920, -2.03068], [-2.53446, 2.43038, -1.95493], [0.55907, -0.13045, 3.22864], [2.70234, 0.09226, 0.11761], [-2.21057, 0.02186, -1.65523], [-0.35125, -3.21182, 1.96515], [-0.24667, -2.26903, 0.77147], [2.05138, -1.25080, -5.94867], [2.84097, 0.28373, 3.89756], [-0.45918, 1.36201, -2.47802], [-0.90589, 0.10293, -2.10276], [0.25768, 1.26378, 3.12105], [-1.82465, -0.54239, 3.32149], [-3.00219, 1.15095, -1.60165], [2.50098, 0.44485, 5.39684], [-0.49469, -1.02511, 3.31549], [-2.10400, 0.84878, 3.22006], [1.21548, -4.32650, 4.10289], [-0.08988, -2.63211, -5.56660], [2.76435, -2.07625, -5.98383], [-0.79984, 3.43442, -2.69711], [0.40907, -4.00769, 1.90634], [-5.36069, 3.52088, -0.77407], [-3.16008, 3.30433, -1.89213], [1.19411, -1.65701, -7.88614], [0.62536, -2.77790, 3.95336], [-4.03036, 1.05922, -1.27636], [2.19186, -2.18669, -2.88605], [0.14861, -0.71024, -6.81404], [2.82195, 1.21868, 3.34980], [4.41923, -2.02735, -1.92671], [3.36452, 0.31170, 6.04648], [0.55672, 0.47943, -0.03224], [1.74568, -0.27732, 5.72572], [-6.90461, 3.55009, -1.48395], [-1.12427, -2.92767, 3.96840], [-5.68057, 2.65708, -2.19807], [2.84546, 0.70332, 0.98852], [-1.13556, -1.65242, 0.66703], [-1.32792, -3.69394, 1.90003], [0.56028, 1.45219, -2.83322], [-5.63145, 4.33071, -2.24186], [1.72448, -1.14833, -4.91085], [2.56181, -0.33271, -6.24413], [3.82528, -0.15618, 3.78905], [2.06281, 1.42833, 5.57661], [1.06975, 1.97595, 3.04623], [0.66006, -1.67155, 0.86827], [4.81821, -0.47428, 0.02592], [1.90459, -1.47327, 3.73996], [-2.67154, -0.91496, -1.36939]],
  "forces_ev_per_a": [[0.359, 0.147, -0.298], [-3.224, -0.825, 2.896], [-0.215, -0.108, 0.203], [-0.765, -0.324, 0.046], [0.095, -0.107, -0.170], [0.927, 0.894, -0.434], [0.127, -0.733, -0.270], [-2.703, -1.004, -1.051], [0.165, -0.014, -0.209], [-0.666, -0.228, -0.262], [1.818, 1.395, -1.627], [-0.176, 0.096, -0.183], [0.126, -0.500, 0.079], [0.585, 1.068, 0.896], [-0.352, 1.063, -0.187], [-0.417, -0.413, 2.065], [-0.619, -0.503, 0.254], [0.493, -0.424, -0.827], [0.530, -0.071, 0.357], [-0.546, -0.295, -0.254], [0.219, 0.722, -0.329], [-1.154, 0.865, 0.175], [-1.155, -0.209, 0.122], [-0.890, -0.001, -0.812], [-0.164, -0.062, 0.381], [3.724, 0.289, 0.079], [-0.183, -0.197, -0.367], [-0.053, -1.459, -0.251], [-1.389, -0.680, 0.175], [1.458, 2.519, -0.232], [-0.423, -0.828, 0.189], [-0.413, -0.132, 0.625], [0.967, -0.221, -0.310], [0.076, -0.039, -0.024], [-0.318, -0.510, 0.154], [0.893, -0.361, -0.271], [0.088, 1.110, -0.947], [1.574, -0.564, 0.510], [0.538, -0.699, 0.083], [-0.462, 0.988, -0.119], [-0.204, 0.455, -0.200], [0.599, -0.507, 0.314], [0.417, -0.031, -0.071], [0.001, -0.201, -0.306], [-0.147, -0.009, 0.070], [0.012, 0.010, -0.071], [0.028, 0.074, 0.077], [0.026, -0.008, -0.303], [0.455, -0.158, 0.451], [0.003, 0.082, 0.010], [-0.063, -0.077, -0.007], [0.061, 0.814, -0.087], [0.057, -0.172, 0.157], [0.004, 0.045, -0.047], [0.100, 0.093, -0.098], [0.261, 0.199, 0.172], [0.034, 0.013, -0.003], [0.110, 0.149, -0.088], [0.168, 0.443, 0.170], [0.043, -0.064, -0.133], [-0.122, -0.031, 0.069], [0.051, -0.024, 0.069], [0.033, -0.085, 0.037], [-0.264, -0.840, 0.730], [0.047, 0.105, 0.148], [0.103, -0.217, 0.052], [-0.020, 0.052, -0.014], [0.070, 0.124, -0.035], [-0.067, 0.130, -0.023], [0.005, 0.014, 0.048], [-0.062, -0.156, -0.408], [0.074, -0.028, 0.180], [-0.325, 0.076, -0.148], [-0.220, 0.125, 0.093], [0.089, 0.395, -0.152], [0.063, -0.325, -0.450], [0.108, -0.113, -0.057]],
  "lowdin_charge": [0.80, 0.92, 0.93, 0.96, 0.73, 0.55, -0.48, -0.24, -0.10, -0.08, -0.27, 0.18, -0.23, 0.02, -0.22, -0.05, -0.09, -0.31, -0.04, -1.10, -0.07, -0.49, -0.18, -0.17, -0.32, -1.13, 0.01, -0.19, -0.21, -0.39, -0.05, -0.24, -0.42, -0.09, -0.21, -0.03, -0.23, 0.00, -0.34, -0.16, -0.06, -0.15, -0.41, 0.83, 0.01, 0.08, 0.13, 0.08, 0.04, 0.05, 0.11, 0.03, 0.06, 0.12, 0.11, 0.11, 0.12, 0.07, 0.12, 0.07, 0.10, 0.11, 0.10, 0.06, 0.09, 0.11, 0.10, 0.11, 0.05, 0.08, 0.09, 0.08, 0.09, 0.06, 0.12, 0.08, 0.10]
}


# 2
{
  "formula": "C6H8",
  "method": "ωB97M-V/def2-TZVPD",
  "max_force_ev_per_a": 4.7,
  "e_above_lowest_kcal_mol": 120.73,
  "e_lumo_ev": [-0.18, -0.02],
  "symbols": ["C", "C", "C", "C", "C", "C", "H", "H", "H", "H", "H", "H", "H", "H"],
  "xyz": [[1.54534, 0.35723, 0.42621], [-0.16211, -1.37005, -0.75364], [-1.82392, 1.31532, 0.17832], [1.10632, -0.81458, -0.61657], [-1.64331, 0.04842, 0.29777], [-1.33534, -1.20194, -0.04526], [1.88691, -1.59397, -0.29306], [-1.78913, 1.96752, 1.04684], [2.59865, 0.36334, 0.49448], [1.25991, 0.17251, 1.54708], [1.17575, 1.22438, -0.09425], [-2.07208, -1.92460, 0.18667], [-2.17192, 1.82311, -0.78696], [1.42492, -0.36670, -1.58762]],
  "forces_ev_per_a": [[-2.007, -1.731, 0.984], [-1.834, -1.851, -0.404], [-1.092, 1.871, -0.921], [4.012, 1.859, 1.612], [0.361, 0.391, -0.287], [0.661, 0.432, 0.717], [-1.337, 0.298, -1.136], [0.062, -0.013, -0.035], [1.305, 0.109, -0.461], [-0.272, 0.646, -2.233], [-0.125, 0.877, 0.899], [-0.463, -1.132, -0.337], [0.655, -0.916, 1.278], [0.074, -0.841, 0.323]],
  "lowdin_charge": [-0.10, 0.00, -0.01, -0.29, -0.10, -0.17, 0.14, 0.06, 0.03, 0.11, 0.04, 0.09, 0.10, 0.11]
}


# 3
{
  "formula": "C42H60BN9P2Ti",
  "method": "ωB97M-V/def2-TZVPD",
  "charge": 2,
  "max_force_ev_per_a": 0.8,
  "e_lumo_ev": -6.19,
  "symbols": ["Ti", "P", "P", "N", "N", "N", "N", "N", "N", "N", "N", "N", "C", "C", "C", "C", "C", "C", "C", "C", "C", "C", "C", "C", "C", "C", "C", "C", "C", "C", "C", "C", "C", "C", "C", "C", "C", "C", "C", "C", "C", "C", "C", "C", "C", "C", "C", "C", "C", "C", "C", "C", "C", "C", "B", "H", "H", "H", "H", "H", "H", "H", "H", "H", "H", "H", "H", "H", "H", "H", "H", "H", "H", "H", "H", "H", "H", "H", "H", "H", "H", "H", "H", "H", "H", "H", "H", "H", "H", "H", "H", "H", "H", "H", "H", "H", "H", "H", "H", "H", "H", "H", "H", "H", "H", "H", "H", "H", "H", "H", "H", "H", "H", "H", "H"],
  "xyz": [[-0.01964, -0.01705, 0.33405], [2.75355, -0.11709, 0.84841], [-2.17757, -1.44032, 0.21416], [0.55623, -1.66089, -0.32112], [-0.25411, 1.15408, 2.86658], [0.42365, 2.66413, 0.83971], [-0.13091, -0.10779, 2.32454], [0.10340, 3.92068, 3.67824], [0.72348, 1.80598, -0.18296], [-1.95748, 1.93221, 1.17280], [-1.83769, 1.51986, -0.13359], [-0.86043, 3.59778, 2.76405], [-1.80014, -1.21517, -2.52203], [-3.18892, 1.69217, -2.21310], [-1.17447, -5.44131, 0.50562], [0.26107, -2.42847, 3.17331], [3.63048, -2.77770, 1.31130], [-1.78438, -6.76470, 0.85785], [3.72616, 1.44771, 0.92428], [0.05971, -0.25788, 4.53930], [2.64331, -1.88461, -3.39409], [3.38452, 2.22882, 2.20318], [-1.14598, 5.73660, 3.23982], [-0.07515, 5.19232, 3.98386], [0.72498, -4.12397, -0.25655], [1.60939, -2.08470, -2.50424], [-2.99046, 1.79934, -0.73743], [-1.35204, -3.03419, 0.29677], [-0.14919, 1.06636, 4.19048], [3.75018, -1.09792, -3.05837], [3.78297, -1.33854, 1.78502], [-3.56341, -1.20884, 1.40981], [-3.89758, 2.34447, 0.19257], [1.66603, -1.50883, -1.23291], [0.78178, 5.87340, 4.99795], [-3.66060, -2.71469, -1.86484], [0.14327, -5.34374, 0.06432], [-0.02053, -2.96339, -0.11743], [1.31966, 3.85144, -0.80730], [1.60635, 1.91312, -2.50243], [-1.59831, 4.70492, 2.46487], [4.86473, -0.89419, -4.03887], [0.07064, -0.96431, 3.35091], [3.56990, -1.22624, 3.29657], [5.25064, 1.30560, 0.82130], [-3.26581, -1.70377, 2.82215], [1.23312, 2.51170, -1.19220], [0.79439, 3.90270, 0.46305], [-2.89546, -1.44202, -1.48657], [3.79269, -0.54031, -1.79036], [2.77258, -0.74128, -0.85712], [-4.92530, -1.73384, 0.94859], [-3.20602, 2.40898, 1.37459], [-1.91801, -4.26566, 0.59453], [-0.66949, 2.35703, 1.95779], [-4.05491, -2.59218, -2.87381], [-1.10285, -7.58273, 0.64067], [2.60709, -3.13894, 1.41501], [1.22132, 2.54366, -3.30479], [-3.63208, -0.11305, 1.45035], [-5.67754, -1.39638, 1.66142], [2.69889, -1.80046, 3.60632], [2.68956, 1.85618, -2.61648], [1.20585, 0.90276, -2.63313], [4.64426, 0.07021, -1.52749], [-2.24857, -1.03797, -3.49917], [-2.26049, 1.43900, -2.72261], [0.90499, -2.65827, 2.32456], [4.47887, -0.70003, -5.03790], [-2.03331, -6.80805, 1.91776], [-4.95923, -2.82270, 0.93841], [-0.69218, -2.92798, 3.00942], [0.77023, -2.70262, -2.78371], [5.68229, 2.26060, 0.52301], [3.36308, 2.02923, 0.06974], [0.71098, -2.84556, 4.07237], [-3.58472, -0.59333, -1.48640], [-2.95772, -4.32120, 0.89075], [5.59631, 0.55234, 0.11540], [0.65675, 4.73667, 1.12730], [1.83254, 5.81609, 4.71837], [-3.95672, 0.97152, -2.49210], [-4.13023, -1.48564, 3.44834], [0.66961, 5.41108, 5.97672], [3.72923, 3.25717, 2.10167], [-1.14076, -0.36369, -2.30639], [5.67480, 1.05306, 1.79292], [-3.51978, 2.66400, -2.58359], [1.74956, -4.08737, -0.59989], [-1.52700, 6.73896, 3.27777], [-2.41005, -1.20684, 3.27050], [2.59495, -2.34292, -4.37205], [3.90130, 1.80572, 3.06209], [-3.10719, -2.78138, 2.85262], [1.70549, 4.66943, -1.38555], [-4.89770, 2.68419, 0.00292], [3.93166, -2.90703, 0.27146], [-2.99257, -3.57515, -1.88132], [0.50951, 6.92214, 5.08795], [2.31817, 2.25517, 2.42685], [-1.18558, -2.10847, -2.60170], [-5.21946, -1.36723, -0.03178], [3.42986, -0.20334, 3.64288], [-2.70375, -6.93449, 0.29773], [4.43102, -1.63863, 3.82045], [4.26046, -3.42360, 1.92307], [-0.21854, 1.95871, 4.78716], [-3.49470, 2.80020, 2.33336], [0.19512, -0.65508, 5.52765], [5.50295, -0.06218, -3.74962], [-4.49808, -2.94058, -1.21222], [5.48614, -1.78791, -4.09920], [0.73552, -6.24325, -0.03455], [-2.37090, 4.68815, 1.71904], [4.80976, -1.02875, 1.56152]],
  "forces_ev_per_a": [[0.201, -0.410, -0.352], [-0.469, -0.041, 0.130], [0.207, -0.076, 0.071], [-0.029, -0.423, -0.259], [0.060, -0.090, -0.212], [-0.096, 0.032, -0.027], [-0.340, 0.345, 0.595], [0.114, -0.136, 0.065], [0.004, 0.392, 0.000], [0.099, 0.228, -0.088], [0.084, -0.086, 0.310], [-0.040, 0.221, -0.034], [0.117, 0.123, -0.042], [0.062, 0.143, -0.111], [0.093, 0.049, -0.042], [0.020, -0.030, -0.051], [-0.027, -0.068, -0.046], [-0.034, -0.049, -0.003], [0.044, 0.149, -0.068], [0.047, 0.077, -0.032], [-0.027, 0.013, 0.055], [-0.095, -0.022, -0.009], [-0.040, -0.169, -0.148], [0.019, -0.073, 0.031], [-0.109, -0.069, 0.033], [0.151, 0.077, -0.012], [-0.076, 0.003, 0.021], [-0.082, -0.166, 0.008], [0.008, 0.060, 0.037], [-0.051, -0.029, 0.014], [0.195, 0.026, -0.003], [-0.125, 0.134, -0.054], [0.167, -0.083, 0.050], [-0.326, -0.092, 0.213], [0.012, 0.048, -0.016], [0.056, 0.006, -0.015], [-0.044, 0.050, -0.012], [0.251, 0.291, -0.141], [-0.014, -0.046, 0.073], [-0.025, -0.116, -0.128], [0.021, 0.161, 0.113], [0.030, 0.029, -0.013], [0.022, -0.095, -0.129], [-0.046, 0.007, 0.041], [0.016, -0.026, 0.007], [0.062, 0.015, 0.009], [0.065, 0.011, -0.055], [-0.037, -0.108, 0.089], [-0.175, 0.029, 0.071], [-0.041, -0.001, 0.035], [0.152, 0.040, -0.132], [-0.008, 0.032, 0.052], [-0.018, -0.069, -0.090], [0.052, 0.006, -0.025], [0.131, -0.084, -0.101], [-0.026, 0.008, -0.046], [0.025, -0.038, -0.006], [-0.001, 0.006, 0.007], [0.023, -0.032, 0.008], [0.004, -0.119, -0.052], [-0.020, 0.012, 0.026], [-0.007, 0.015, -0.002], [-0.021, 0.026, -0.002], [0.038, 0.116, 0.048], [0.024, 0.015, 0.002], [-0.009, -0.001, -0.053], [-0.083, 0.022, 0.039], [-0.071, 0.059, 0.053], [-0.020, 0.004, -0.041], [-0.017, -0.004, 0.045], [0.012, -0.044, -0.001], [-0.050, -0.036, -0.004], [-0.037, -0.041, -0.005], [0.014, 0.039, 0.016], [0.044, -0.088, 0.037], [-0.029, -0.017, -0.004], [0.070, -0.195, 0.059], [-0.067, -0.009, 0.032], [-0.034, 0.033, -0.021], [-0.025, 0.103, 0.067], [0.029, -0.017, 0.005], [-0.021, 0.082, -0.011], [-0.023, -0.005, 0.040], [-0.005, -0.033, 0.033], [0.014, 0.069, -0.007], [-0.095, -0.106, 0.011], [0.015, -0.025, 0.025], [0.025, -0.030, -0.001], [0.006, 0.012, 0.006], [-0.047, 0.122, -0.005], [0.070, 0.019, 0.003], [-0.003, -0.024, -0.076], [0.031, -0.033, 0.057], [0.018, -0.050, -0.017], [0.031, 0.076, -0.064], [-0.127, 0.036, -0.029], [0.007, 0.018, -0.001], [0.028, -0.034, 0.009], [-0.007, 0.018, -0.010], [0.053, 0.014, -0.016], [0.038, -0.034, -0.009], [-0.005, 0.050, 0.003], [0.031, 0.030, -0.014], [-0.025, 0.002, -0.006], [0.042, -0.027, 0.013], [0.041, -0.017, 0.018], [0.014, 0.008, 0.044], [-0.054, -0.002, 0.086], [0.008, -0.037, 0.082], [0.030, 0.015, 0.011], [0.055, -0.008, -0.013], [0.029, -0.034, -0.006], [0.015, -0.054, 0.004], [-0.066, 0.048, -0.045], [-0.080, -0.024, 0.002]],
  "lowdin_charge": [0.97, 1.12, 1.11, -0.12, 0.05, 0.03, -0.05, 0.12, -0.08, 0.01, 0.03, -0.02, -0.11, -0.01, -0.24, 0.00, -0.09, -0.03, -0.51, 0.03, 0.01, -0.10, 0.01, -0.33, -0.01, -0.01, -0.32, -0.31, 0.00, -0.25, -0.49, -0.49, 0.02, -0.31, -0.02, -0.07, 0.01, -0.31, 0.03, 0.01, -0.08, -0.02, -0.33, -0.08, -0.09, -0.08, -0.32, -0.01, -0.50, -0.03, -0.31, -0.09, -0.07, -0.03, -0.65, 0.10, 0.08, 0.05, 0.10, 0.08, 0.09, 0.05, 0.09, 0.07, 0.10, 0.10, 0.07, 0.06, 0.09, 0.09, 0.08, 0.08, 0.11, 0.09, 0.09, 0.10, 0.07, 0.12, 0.06, 0.13, 0.08, 0.09, 0.10, 0.08, 0.09, 0.05, 0.09, 0.10, 0.12, 0.11, 0.06, 0.13, 0.07, 0.08, 0.12, 0.12, 0.08, 0.08, 0.08, 0.05, 0.06, 0.07, 0.06, 0.09, 0.10, 0.10, 0.13, 0.14, 0.13, 0.08, 0.06, 0.10, 0.13, 0.12, 0.10]
}